[1]
Molecular formula: C15H31BrN5ORu
Method: DFT, ωB97M-V with the def2-TZVPD basis set

```
54
Properties=species:S:1:pos:R:3
Ru 0.44140 -0.08665 -0.29465
N 2.20476 -1.16530 -0.87206
C 2.57113 -0.78348 -2.25347
C 1.31475 -0.81180 -3.10900
N 0.13776 -0.20371 -2.40495
C -1.07640 -1.03557 -2.59155
C -0.97357 -2.28879 -1.73945
N -0.65392 -1.93781 -0.31657
C -0.07541 1.21198 -2.80020
C 1.09623 2.06287 -2.33621
N 1.40593 1.79032 -0.89280
H 2.04108 -2.16939 -0.83626
H 2.96690 -0.99704 -0.21943
H 3.00250 0.21329 -2.21643
H 3.33294 -1.43970 -2.67560
H 1.48684 -0.30299 -4.05958
H 1.06547 -1.84308 -3.35482
H -1.92637 -0.43331 -2.27335
H -1.23322 -1.29112 -3.64299
H -1.89108 -2.87253 -1.80658
H -0.16964 -2.93007 -2.10169
H -1.50074 -1.81807 0.23150
H -0.18015 -2.71910 0.12877
H -0.21964 1.30317 -3.87986
H -0.98847 1.54780 -2.30527
H 1.98303 1.84733 -2.92866
H 0.86839 3.11644 -2.48786
H 2.41167 1.78234 -0.74908
H 1.08047 2.56458 -0.32241
C 1.05527 0.47064 3.80943
C 0.78285 -0.63252 2.79567
C 1.73132 -1.80770 2.99058
C -0.67186 -1.09029 2.92253
O 1.10233 -0.06129 1.52053
H 0.89868 0.09408 4.82085
H 0.38098 1.31516 3.65508
H 2.08371 0.81801 3.72617
H 1.58154 -2.25899 3.97135
H 2.76668 -1.47683 2.91917
H 1.55193 -2.58054 2.23591
H -0.87960 -1.46973 3.92237
H -0.88765 -1.90636 2.23505
H -1.35679 -0.26047 2.73428
Br -4.87507 3.43801 2.09263
C -3.45424 2.46066 1.39322
C -2.13991 2.83190 1.65120
C -1.11966 2.07832 1.11167
N -1.32751 1.00711 0.32918
C -2.60025 0.64569 0.11201
C -3.68445 1.33207 0.61374
H -1.91000 3.68257 2.27668
H -0.09214 2.29678 1.37140
H -2.77111 -0.22830 -0.50178
H -4.68764 0.99142 0.40162
```

## Properties
⟨S²⟩ = 0.76
Molecular weight = 478.42 g mol⁻¹
2S+1 = 2
Lowest unoccupied orbital energy (spin up / spin down) = -5.69 / -7.12 eV
Total charge = +2
Largest force on an atom = 0.719 eV/Å
DFT total energy = -3607.60986 Eh
Energy above the lowest of the compared OMol25 structures with the same formula, charge and spin = 0.000 eV
HOMO energy (spin up / spin down) = -15.06 / -14.89 eV
Kohn-Sham gap (spin up / spin down) = 9.38 / 7.77 eV

natural (NBO) atomic charge list, values in e, 5 entries: atom 1 (Ru): 0.9050, atom 2 (N): -0.7250, atom 3 (C): -0.2347, atom 4 (C): -0.2510, atom 5 (N): -0.3959

[2]
Molecular formula: C18H43NNaO4
Method: DFT, ωB97M-V with the def2-TZVPD basis set

```
67
Properties=species:S:1:pos:R:3
Na 0.36279 -1.27339 0.31565
C 2.43489 -2.28796 -2.06726
C 2.38264 -0.77425 -2.29498
C 1.56810 -0.38247 -3.50943
O 1.89315 -0.11374 -1.10117
H 2.27418 -2.54883 -1.02241
H 3.41869 -2.66301 -2.35567
H 1.75496 -2.82375 -2.73273
H 3.40510 -0.42160 -2.45693
H 0.55654 -0.79676 -3.45147
H 2.03661 -0.77201 -4.41407
H 1.47797 0.69934 -3.60967
H 2.40956 0.68911 -0.99327
C 2.66167 -3.74287 3.48563
C 2.20217 -3.69459 2.03323
C 0.89932 -4.43778 1.80774
O 1.99763 -2.32724 1.62137
H 2.88684 -4.76572 3.78275
H 1.88079 -3.41825 4.18039
H 3.52360 -3.08334 3.59990
H 3.01961 -4.16514 1.47526
H 0.65196 -4.53866 0.75202
H 0.10683 -4.00519 2.42059
H 1.00641 -5.45395 2.19818
H 2.68999 -1.77690 1.99870
C -1.67773 -3.07667 -2.35633
C -2.06966 -1.84649 -1.55044
C -3.52075 -1.45554 -1.78137
O -1.81792 -2.11176 -0.14950
H -2.41053 -3.86833 -2.18533
H -0.67370 -3.42037 -2.11268
H -1.71283 -2.86449 -3.42811
H -1.39291 -1.03865 -1.84708
H -4.16919 -2.31735 -1.60529
H -3.65156 -1.13055 -2.81095
H -3.80107 -0.66818 -1.07990
H -2.64324 -2.36469 0.27354
C -2.61012 2.92971 -0.31289
C -1.09868 2.76232 -0.56098
C -0.46129 4.13455 -0.63531
C -0.23956 4.81947 0.69792
C 0.52745 3.94462 1.65361
C -0.05913 2.53219 1.82506
N -0.42780 1.98473 0.51503
O -1.04459 0.71787 0.69007
C 1.04570 1.64671 2.39970
C -1.22859 2.54979 2.82044
C -0.91271 1.96109 -1.83616
H -3.11994 3.29312 -1.20313
H -3.07824 1.98492 -0.01832
H -2.82939 3.61584 0.50728
H 0.41425 4.17825 -1.28983
H -1.15527 4.79951 -1.16733
H 0.30055 5.74557 0.48395
H -1.18594 5.16528 1.12352
H 0.62065 4.34667 2.66501
H 1.56699 3.82623 1.32293
H 1.71666 1.39338 1.56270
H 0.68226 0.73809 2.87480
H 1.76799 2.16274 3.03826
H -0.97273 3.13110 3.70551
H -1.48259 1.54363 3.16620
H -2.16335 2.94782 2.41740
H -1.14542 2.54668 -2.73079
H 0.12264 1.63606 -1.93654
H -1.58692 1.10499 -1.86078
H -1.92379 0.89908 1.05377
```

## Properties
Molecular weight = 360.53 g mol⁻¹
Lowest unoccupied orbital energy = -2.18 eV
Total charge = +1
Largest force on an atom = 1.357 eV/Å
DFT total energy = -1229.47293 Eh
Energy above the lowest of the compared OMol25 structures with the same formula, charge and spin = 0.594 eV
HOMO energy = -11.37 eV
Kohn-Sham gap = 9.19 eV

natural (NBO) atomic charge list, values in e, 5 entries: atom 1 (Na): 0.9305, atom 2 (C): -0.6507, atom 3 (C): 0.0901, atom 4 (C): -0.6278, atom 5 (O): -0.7818

[3]
Molecular formula: C8H13N5S
Method: DFT, ωB97M-V with the def2-TZVPD basis set

```
27
Properties=species:S:1:pos:R:3
C 0.55418 -2.50410 -2.51990
C -0.12015 -2.00738 -0.58353
C 1.38601 1.56643 -1.27244
C -1.12901 0.18235 1.28402
C 1.21023 2.80430 -0.40989
C -1.50552 0.84467 0.02143
C -1.64261 -0.93884 3.39606
C 1.41661 -0.21481 -0.10279
N -0.41325 -2.75304 -1.61881
N 1.35516 -1.56969 -2.14421
N 1.44023 1.40345 -2.47204
N -1.94167 -0.24931 2.16103
N 0.88758 -1.20393 -0.88693
S 0.73025 -0.01703 1.59809
H 0.53401 -3.02256 -3.46832
H -0.90487 -1.87934 0.13414
H 0.64265 2.53913 0.53810
H 0.63176 3.68064 -1.05038
H 2.19734 3.23035 -0.21210
H -2.46619 0.43848 -0.28106
H -0.81229 0.74053 -0.69733
H -1.50944 1.91491 0.26536
H -2.55296 -1.49493 3.63945
H -1.53729 -0.12695 4.20503
H -0.79407 -1.56631 3.33863
H 2.50576 -0.35261 0.12506
H 1.83753 0.55558 -2.98669
```

## Properties
Molecular weight = 211.29 g mol⁻¹
Lowest unoccupied orbital energy = 0.55 eV
Total charge = 0
Largest force on an atom = 4.857 eV/Å
DFT total energy = -984.45800 Eh
HOMO energy = -8.09 eV
Kohn-Sham gap = 8.64 eV

natural (NBO) atomic charge list, values in e, 5 entries: atom 1 (C): 0.1469, atom 2 (C): 0.1726, atom 3 (C): 0.4244, atom 4 (C): 0.2221, atom 5 (C): -0.7224

[4]
Molecular formula: C4H6S2
Method: DFT, ωB97M-V with the def2-TZVPD basis set

```
12
Properties=species:S:1:pos:R:3
C -1.76150 -0.04312 -0.04210
C 0.03605 0.29443 -0.00599
C 0.62318 -0.15185 1.28822
C 0.70696 -0.01520 -1.28922
S -1.29941 1.60848 0.11528
S -3.37113 -0.77942 -0.08430
H 0.70659 -1.20437 1.21680
H -0.02431 0.34759 1.99512
H 1.68035 0.15081 1.33170
H 1.40135 0.90390 -1.38306
H 0.09284 -0.24635 -2.05381
H 1.20904 -0.86490 -1.08864
```

## Properties
Molecular weight = 118.23 g mol⁻¹
SMILES string = CC1(C)SC1=S
Lowest unoccupied orbital energy (spin up / spin down) = -0.29 / -0.29 eV
Total charge = 0
Largest force on an atom = 5.529 eV/Å
DFT total energy = -952.25720 Eh
Energy above the lowest of the compared OMol25 structures with the same formula, charge and spin = 3.053 eV
HOMO energy (spin up / spin down) = -8.18 / -8.18 eV
Kohn-Sham gap (spin up / spin down) = 7.89 / 7.89 eV

natural (NBO) atomic charge list, values in e, 5 entries: atom 1 (C): -0.2858, atom 2 (C): 0.0027, atom 3 (C): -0.6681, atom 4 (C): -0.6438, atom 5 (S): 0.2818